This record from the Open Molecules 2025 dataset describes 5 unconnected molecules or ions with the total composition C32H67N2O12P2S2 at a distorted geometry. The level of theory is the ωB97M-V functional and the def2-TZVPD basis.

```
117
C32H67N2O12P2S2, DFT the ωB97M-V functional and the def2-TZVPD basis
C 3.19 -6.46 0.78
C 2.35 -5.86 0.17
C 1.32 -5.11 -0.58
C 1.10 -5.73 -1.97
C 0.16 -4.92 -2.87
C -1.17 -4.50 -2.21
C -2.38 -5.23 -2.83
O -2.18 -6.62 -2.96
C -2.59 -7.36 -1.84
C -4.11 -7.42 -1.60
N -4.39 -7.69 -0.18
P -2.04 -9.12 -2.17
S -2.79 -9.77 -3.84
O -1.36 -3.11 -2.48
C -1.83 -2.37 -1.37
C -3.36 -2.24 -1.32
C -4.02 -3.01 -0.16
C -3.39 -2.70 1.19
O -3.18 -1.58 1.57
O -3.03 -3.80 1.93
H 3.79 -6.96 1.50
H 0.42 -5.16 0.03
H 1.69 -4.09 -0.66
H 2.08 -5.73 -2.46
H 0.80 -6.78 -1.92
H -0.07 -5.44 -3.80
H 0.68 -4.00 -3.14
H -1.17 -4.71 -1.14
H -2.52 -4.83 -3.83
H -3.26 -4.96 -2.25
H -2.08 -7.03 -0.91
H -4.61 -6.49 -1.87
H -4.56 -8.23 -2.17
H -4.79 -6.89 0.30
H -3.58 -8.02 0.33
H -0.64 -9.17 -2.24
H -2.57 -9.88 -1.11
H -1.44 -1.35 -1.51
H -1.40 -2.72 -0.42
H -3.81 -2.60 -2.25
H -3.66 -1.20 -1.21
H -5.07 -2.69 -0.10
H -4.04 -4.09 -0.30
H -2.26 -4.21 1.52
C 1.04 0.53 0.48
C 0.95 -0.32 1.77
C -0.44 -0.18 2.41
C -0.68 1.17 3.09
C 0.42 1.49 4.09
C 1.84 1.41 3.50
N 2.02 0.10 2.76
O 2.24 -0.78 3.54
C 2.09 2.61 2.56
C 2.87 1.58 4.61
C 1.16 -1.76 1.30
H 2.07 0.78 0.24
H 0.64 -0.02 -0.37
H 0.47 1.45 0.54
H -0.59 -0.98 3.15
H -1.20 -0.33 1.64
H -0.76 1.96 2.35
H -1.63 1.14 3.61
H 0.26 2.49 4.49
H 0.34 0.80 4.93
H 3.04 2.51 2.03
H 2.15 3.53 3.15
H 1.30 2.78 1.83
H 2.74 0.85 5.42
H 2.78 2.56 5.05
H 3.89 1.48 4.23
H 2.15 -1.90 0.87
H 0.42 -1.99 0.54
H 1.03 -2.49 2.11
O 2.03 3.97 -1.70
P 2.98 4.67 -2.61
O 4.33 4.81 -1.71
C 5.04 3.63 -1.34
C 5.75 2.99 -2.52
O 2.38 6.19 -2.50
C 1.00 6.43 -2.21
C 0.82 6.85 -0.77
O 3.66 4.96 -4.03
C 4.10 6.25 -4.49
C 5.27 6.82 -3.74
H 4.35 2.91 -0.87
H 5.77 3.93 -0.58
H 5.05 2.63 -3.26
H 6.36 2.15 -2.19
H 6.40 3.72 -3.01
H 0.40 5.55 -2.44
H 0.66 7.23 -2.88
H 1.33 6.17 -0.09
H -0.24 6.89 -0.50
H 1.25 7.84 -0.61
H 3.27 6.95 -4.53
H 4.39 6.08 -5.53
H 4.99 7.16 -2.75
H 5.67 7.69 -4.29
H 6.07 6.09 -3.64
C -5.30 4.13 4.60
C -5.09 5.56 4.10
C -3.61 5.70 3.72
S -3.07 4.06 3.23
O -2.08 3.60 4.18
O -2.82 4.03 1.81
C -4.61 3.23 3.58
H -6.36 3.88 4.69
H -4.84 4.00 5.58
H -5.72 5.74 3.23
H -5.37 6.29 4.86
H -3.47 6.38 2.88
H -3.01 6.02 4.56
H -4.41 2.23 3.95
H -5.18 3.18 2.65
O 5.10 1.03 -5.07
H 5.73 0.74 -5.73
H 4.25 1.02 -5.53
```

Results
HOMO: -9.880 eV
Max |F|: 6.79 eV/A
Net charge: +1
Gap between HOMO and LUMO: 3.721 eV
Lowest unoccupied orbital energy: -6.2 eV

Atomic partial charges in e from the Mulliken method, atoms 1 to 8: 0.2370, -1.2704, 0.8626, -0.8288, -1.1590, 1.7378, -1.0445, -0.2437



This record from the Open Molecules 2025 dataset describes 8 unconnected molecules or ions with the total composition C32H68FN3O10 at a distorted geometry. The level of theory is the ωB97M-V functional and the def2-TZVPD basis.

```
114
C32H68FN3O10, DFT the ωB97M-V functional and the def2-TZVPD basis
C 5.51 4.18 -5.21
C 4.92 5.58 -5.71
C 3.83 5.27 -6.81
C 2.33 5.26 -6.29
C 2.11 4.70 -4.84
C 1.95 3.12 -4.78
C 1.40 2.79 -3.32
N 0.78 1.44 -3.22
C 1.70 0.31 -3.31
O 1.99 -0.24 -4.33
C 2.15 0.09 -1.83
C 3.27 -0.64 -1.24
C 4.28 -1.42 -2.14
C 5.61 -0.54 -2.31
O 5.39 0.73 -1.66
C 5.82 -0.33 -3.88
N 4.81 0.67 -4.30
C 3.37 -0.59 0.24
C 2.39 0.13 1.07
N 2.54 0.16 2.52
C 1.24 0.84 0.47
F 0.30 1.49 1.23
C 1.16 0.81 -0.99
C 0.10 1.48 -1.94
O -0.97 1.94 -1.67
H 6.60 4.07 -5.47
H 5.32 4.03 -4.10
H 4.99 3.31 -5.71
H 5.78 6.19 -6.10
H 4.52 6.16 -4.83
H 4.11 4.33 -7.37
H 3.90 6.10 -7.57
H 1.90 6.29 -6.44
H 1.75 4.58 -6.99
H 2.85 5.08 -4.07
H 1.11 5.10 -4.50
H 2.93 2.60 -4.97
H 1.20 2.80 -5.55
H 2.20 2.98 -2.55
H 0.59 3.55 -3.13
H 3.80 -1.71 -3.10
H 4.58 -2.35 -1.59
H 6.50 -1.06 -1.86
H 6.19 0.96 -1.17
H 6.87 -0.01 -4.12
H 5.55 -1.31 -4.36
H 5.15 1.62 -4.17
H 4.50 0.51 -5.26
H 4.23 -1.12 0.73
H 2.58 1.17 2.75
H 3.50 -0.16 2.69
C -3.91 3.74 -4.47
C -3.53 2.45 -5.17
O -2.11 2.29 -5.17
H -3.45 4.59 -4.96
H -4.99 3.87 -4.46
H -3.55 3.73 -3.43
H -3.87 2.46 -6.21
H -3.98 1.58 -4.67
H -1.82 2.27 -4.25
C -4.49 -1.58 -4.83
C -5.83 -1.03 -5.27
O -6.85 -2.01 -5.07
H -4.24 -2.49 -5.38
H -3.69 -0.85 -4.98
H -4.51 -1.85 -3.77
H -5.80 -0.78 -6.33
H -6.09 -0.13 -4.71
H -6.87 -2.22 -4.13
C -1.20 -2.20 3.78
C -1.27 -0.74 4.19
O 0.04 -0.19 4.27
H -0.61 -2.78 4.51
H -2.20 -2.64 3.73
H -0.71 -2.32 2.81
H -1.74 -0.64 5.17
H -1.85 -0.17 3.46
H 0.45 -0.28 3.40
C 2.38 -3.32 4.99
C 3.78 -3.07 5.52
O 4.61 -2.53 4.50
H 2.41 -4.02 4.15
H 1.74 -3.74 5.77
H 1.93 -2.39 4.63
H 4.23 -4.00 5.87
H 3.76 -2.36 6.36
H 4.21 -1.71 4.20
C -4.40 -4.27 0.96
C -4.43 -5.13 2.20
O -3.92 -4.42 3.32
H -3.37 -3.95 0.74
H -4.78 -4.81 0.09
H -4.99 -3.37 1.10
H -3.81 -6.02 2.07
H -5.45 -5.45 2.43
H -4.47 -3.63 3.44
C -3.61 -3.73 7.86
C -4.99 -4.10 7.36
O -5.04 -4.07 5.94
H -3.33 -2.73 7.51
H -3.56 -3.74 8.95
H -2.86 -4.42 7.46
H -5.74 -3.40 7.74
H -5.27 -5.11 7.70
H -4.39 -4.70 5.61
C -3.44 0.80 9.05
C -4.15 -0.37 9.71
O -3.27 -1.04 10.61
H -2.56 0.45 8.50
H -4.11 1.32 8.35
H -3.09 1.51 9.79
H -4.49 -1.09 8.96
H -5.03 -0.02 10.27
H -2.99 -0.40 11.27
```

Results
HOMO: -8.998 eV
Max |F|: 2.94 eV/A
Gap between HOMO and LUMO: 8.592 eV
Lowest unoccupied orbital energy: -0.4 eV

Atomic partial charges in e from the Mulliken method, atoms 1 to 8: -0.6501, -0.5447, -0.8181, -0.7891, -0.4539, 0.1442, -0.9517, 0.4090



This record from the Open Molecules 2025 dataset describes a molecular structure, C32H69ClCoN5O4P2S2Si at a distorted geometry. The level of theory is the ωB97M-V functional and the def2-TZVPD basis.

```
117
C32H69ClCoN5O4P2S2Si, DFT the ωB97M-V functional and the def2-TZVPD basis
Co -1.54 0.04 -2.15
N -1.84 0.78 -0.10
C -1.66 -0.43 0.80
C -2.11 -1.78 0.22
N -1.84 -1.97 -1.20
H -1.29 1.64 0.20
H -2.79 1.12 0.11
H -2.05 -0.41 1.85
H -0.55 -0.54 0.97
H -3.23 -2.03 0.39
H -1.58 -2.58 0.87
H -2.56 -2.60 -1.60
H -0.92 -2.35 -1.46
C 2.54 0.31 2.87
P 3.84 1.55 2.42
C 4.62 1.64 4.06
C 5.05 0.49 1.49
H 2.86 -0.56 3.58
H 2.06 -0.08 1.94
H 1.66 0.81 3.34
H 4.52 0.61 4.37
H 4.06 2.26 4.67
H 5.66 1.94 3.84
H 5.73 -0.08 2.20
H 5.68 1.16 0.88
H 4.49 -0.18 0.85
C -0.87 -7.00 5.80
C -0.77 -6.26 4.49
C 0.56 -6.41 3.83
O -1.11 -4.84 4.65
P -0.17 -3.51 4.75
S -1.34 -2.13 5.54
S 0.99 -3.25 3.10
O 0.80 -4.05 5.99
C 1.71 -3.28 6.78
C 1.11 -2.77 8.08
C 2.41 -2.17 6.04
H -0.72 -8.02 5.57
H -1.87 -7.03 6.30
H -0.09 -6.70 6.59
H -1.65 -6.54 3.88
H 1.32 -6.17 4.54
H 0.77 -5.74 2.96
H 0.64 -7.51 3.57
H 2.48 -4.05 6.98
H 0.40 -1.98 7.83
H 1.83 -2.38 8.86
H 0.57 -3.56 8.62
H 1.75 -1.55 5.47
H 2.99 -2.71 5.32
H 2.91 -1.51 6.80
C -0.52 1.47 -4.90
Si -2.17 0.73 -4.23
C -2.69 -0.75 -5.37
C -2.19 -2.02 -4.69
C -4.20 -0.76 -5.47
C -2.04 -0.76 -6.77
C -3.43 2.22 -4.04
C -2.89 3.55 -3.49
C -3.73 2.63 -5.48
C -4.71 1.94 -3.30
H -0.62 2.09 -5.90
H 0.01 0.63 -5.19
H 0.04 2.02 -4.11
H -2.74 -2.33 -3.78
H -1.10 -1.99 -4.43
H -2.34 -2.87 -5.40
H -4.65 -0.51 -4.55
H -4.43 -1.82 -5.76
H -4.76 -0.08 -6.15
H -0.98 -0.98 -6.68
H -2.20 0.21 -7.35
H -2.53 -1.53 -7.33
H -1.88 3.87 -3.95
H -2.63 3.44 -2.43
H -3.57 4.42 -3.55
H -3.02 3.40 -5.78
H -4.75 3.01 -5.50
H -3.65 1.79 -6.19
H -5.24 1.19 -3.88
H -5.33 2.86 -3.27
H -4.63 1.70 -2.25
C 0.88 6.51 -0.38
N 1.00 5.02 -0.29
C 2.28 4.39 -0.45
C -0.06 4.38 0.25
N -0.26 3.09 0.28
N -1.02 5.17 0.85
C -0.70 6.15 1.97
C -2.27 4.44 1.14
H 1.41 6.74 -1.27
H 1.28 7.09 0.43
H -0.19 6.82 -0.54
H 2.68 4.59 -1.50
H 2.30 3.29 -0.41
H 2.99 4.74 0.26
H 0.36 2.66 -0.39
H -1.12 5.78 2.94
H -1.19 7.08 1.54
H 0.44 6.25 1.97
H -2.14 3.68 1.86
H -2.65 3.98 0.19
H -3.00 5.19 1.46
Cl 5.59 -4.11 -3.15
C 4.60 -2.74 -2.79
C 4.61 -1.57 -3.58
C 3.79 -0.53 -3.20
C 2.67 -0.82 -2.42
C 2.59 -2.05 -1.72
C 3.52 -3.03 -1.91
C 1.43 0.03 -2.40
O 1.38 1.26 -2.10
O 0.34 -0.62 -2.58
H 5.23 -1.59 -4.52
H 4.11 0.44 -3.68
H 1.76 -2.15 -1.01
H 3.50 -3.97 -1.41
```

Results
HOMO (alpha / beta): -4.497 / -4.497 eV
Max |F|: 4.01 eV/A
Spin multiplicity: 4
Net charge: -1
Gap between HOMO and LUMO (alpha / beta): 6.658 / 6.639 eV
Lowest unoccupied orbital energy (alpha / beta): 2.2 / 2.1 eV

Atomic partial charges in e from the Mulliken method, atoms 1 to 8: 0.0261, 0.0467, -0.1913, -0.6221, -0.3114, 0.2062, 0.2414, 0.4892



This record from the Open Molecules 2025 dataset describes a molecular structure, C32H69NO11SSb at a distorted geometry. The level of theory is the ωB97M-V functional and the def2-TZVPD basis.

```
115
C32H69NO11SSb, DFT the ωB97M-V functional and the def2-TZVPD basis
N 4.99 4.36 -0.15
Sb 4.05 2.95 -1.35
O 5.32 3.53 -2.89
C 2.80 2.33 0.37
C 1.39 2.12 -0.02
C 1.11 1.03 -1.21
O 0.70 1.02 0.34
C 5.72 1.52 -0.72
S 5.90 0.01 -1.54
O 6.82 -0.88 -0.84
O 4.64 -0.56 -1.96
H 5.09 5.21 -0.70
H 5.92 4.05 0.10
H 2.85 4.17 -1.82
H 3.36 1.79 -2.41
H 4.76 3.72 -3.65
H 3.14 1.40 0.83
H 2.80 3.19 1.04
H 0.76 3.01 -0.10
H 0.43 1.78 -1.69
H 0.45 0.21 -1.50
H 5.70 1.33 0.35
H 6.64 2.06 -0.95
H 6.57 0.43 -2.64
C -3.73 1.72 1.23
C -4.46 3.02 0.89
C -3.30 4.01 0.88
O -2.15 3.29 0.46
C -2.42 1.88 0.48
H -4.28 0.82 0.93
H -3.55 1.66 2.30
H -4.91 2.95 -0.11
H -5.24 3.29 1.60
H -3.12 4.41 1.88
H -3.47 4.85 0.20
H -2.51 1.53 -0.56
H -1.58 1.37 0.94
C -1.72 -0.54 5.98
C -1.81 -1.62 4.90
C -3.28 -1.54 4.51
O -3.67 -0.17 4.70
C -2.65 0.52 5.43
H -0.70 -0.17 6.14
H -2.09 -0.93 6.93
H -1.18 -1.35 4.05
H -1.53 -2.61 5.23
H -3.90 -2.18 5.15
H -3.45 -1.81 3.47
H -2.12 1.20 4.74
H -3.13 1.13 6.20
C -3.30 -6.43 2.47
C -1.81 -6.71 2.67
C -1.27 -5.32 2.95
O -2.32 -4.60 3.61
C -3.54 -5.33 3.51
H -3.94 -7.29 2.62
H -3.48 -6.04 1.47
H -1.67 -7.36 3.54
H -1.34 -7.18 1.81
H -1.01 -4.80 2.02
H -0.39 -5.32 3.60
H -3.78 -5.76 4.48
H -4.34 -4.64 3.22
C 6.64 2.23 4.28
C 7.82 3.21 4.16
C 8.06 3.21 2.66
O 6.79 2.99 2.06
C 5.84 2.57 3.03
H 6.07 2.35 5.20
H 7.00 1.20 4.23
H 7.52 4.20 4.50
H 8.70 2.91 4.73
H 8.74 2.40 2.36
H 8.46 4.15 2.29
H 5.14 3.40 3.21
H 5.27 1.73 2.64
C -1.03 -1.43 -5.14
C 0.47 -1.49 -4.85
C 0.80 -0.02 -4.62
O -0.38 0.57 -4.07
C -1.48 -0.32 -4.18
H -1.55 -2.37 -4.97
H -1.20 -1.13 -6.18
H 0.65 -2.05 -3.93
H 1.06 -1.93 -5.64
H 1.04 0.49 -5.57
H 1.63 0.14 -3.93
H -1.71 -0.74 -3.19
H -2.35 0.23 -4.53
C 3.85 -5.03 -3.86
C 4.00 -6.14 -4.89
C 2.56 -6.32 -5.36
O 1.94 -5.04 -5.25
C 2.78 -4.15 -4.50
H 4.77 -4.48 -3.66
H 3.48 -5.44 -2.91
H 4.62 -5.80 -5.72
H 4.42 -7.06 -4.49
H 2.02 -7.03 -4.72
H 2.48 -6.66 -6.39
H 3.22 -3.42 -5.18
H 2.17 -3.62 -3.77
C -9.53 3.39 -2.08
C -9.53 3.76 -0.60
C -8.14 3.30 -0.17
O -7.30 3.46 -1.31
C -8.09 3.70 -2.47
H -10.25 3.94 -2.68
H -9.73 2.32 -2.20
H -9.63 4.84 -0.48
H -10.33 3.28 -0.03
H -8.14 2.25 0.13
H -7.74 3.89 0.66
H -7.98 4.75 -2.76
H -7.72 3.08 -3.28
```

Results
HOMO: -4.488 eV
Max |F|: 3.06 eV/A
Net charge: -1
Gap between HOMO and LUMO: 6.638 eV
Lowest unoccupied orbital energy: 2.1 eV

Atomic partial charges in e from the Mulliken method, atoms 1 to 8: -0.8041, 1.4773, -0.7218, -1.6686, 1.0814, -1.2084, -0.6259, -0.7122



Molar mass: 798.0; 673.9; 836.5; 797.7 (u)